[1]
Density functional theory data (the ωB97M-V functional and the def2-TZVPD basis) for a structure of composition C20H30Br10N2OS.

Computed properties:
* DFT total energy: -737515.321 eV

The geometry in ORCA input format:
```
! RIJCOSX wB97M-V def2-TZVPD def2/J DEFGRID3
* xyz 0 1
C -1.1202 -3.7992 0.2440
C -1.1066 -3.7376 -1.2825
Br 0.7339 -3.3705 -1.8570
C -2.1007 -2.7341 -1.9169
Br -3.5965 -3.7827 -2.6325
C -2.5651 -1.6213 -0.9990
C -3.6972 -1.8670 -0.1630
C -4.1673 -0.9751 0.7488
C -3.5052 0.2707 0.8756
N -3.7880 1.2757 1.6970
S -2.7279 2.4363 1.3934
N -1.8758 1.7462 0.2281
C -2.3896 0.5301 0.0339
C -1.8991 -0.4151 -0.9231
C -0.7291 -0.0419 -1.7855
C 0.5534 0.2958 -1.0210
C 1.6758 0.5095 -2.0291
O 2.9397 0.6907 -1.4348
H -0.8399 -4.8024 0.5461
H -0.4047 -3.1054 0.6617
H -2.1054 -3.6096 0.6544
H -1.3306 -4.7154 -1.6756
H -1.6710 -2.2947 -2.8003
H -4.2062 -2.8106 -0.2405
H -5.0170 -1.2102 1.3688
H -0.4831 -0.8111 -2.5005
H -1.0123 0.8424 -2.3597
H 0.4096 1.2191 -0.4743
H 0.8121 -0.4943 -0.3164
H 1.6742 -0.3414 -2.7158
H 1.4260 1.3942 -2.6064
H 2.9984 0.0735 -0.7000
Br 8.3800 -1.8810 -2.5783
C 7.0121 -0.5089 -2.7733
C 5.8319 -0.7549 -1.8740
Br 4.7029 -2.1910 -2.5405
H 6.7365 -0.4908 -3.8222
H 7.4997 0.4266 -2.5093
H 5.1875 0.1210 -1.8420
H 6.1288 -1.0314 -0.8673
Br 0.5772 1.5597 3.6981
C 0.6595 3.3204 4.5286
C -0.4033 3.4946 5.5780
Br -2.1531 3.7490 4.7747
H 0.5710 4.0458 3.7268
H 1.6491 3.3911 4.9731
H -0.2130 4.3923 6.1607
H -0.4853 2.6387 6.2400
Br 2.3962 5.7818 7.1438
C 1.8601 7.6517 7.0779
C 0.3680 7.8159 7.1885
Br -0.5451 7.3499 5.5339
H 2.2553 8.0569 6.1527
H 2.3572 8.1224 7.9229
H 0.1181 8.8583 7.3721
H -0.0634 7.1981 7.9690
Br -1.0225 -4.6466 -5.5967
C -2.4518 -5.9165 -5.9412
C -2.9137 -5.8664 -7.3725
Br -4.0054 -4.2953 -7.7229
H -3.2467 -5.6864 -5.2386
H -2.0346 -6.8942 -5.7101
H -3.5503 -6.7196 -7.5958
H -2.0874 -5.8362 -8.0745
*
```

natural (NBO) population analysis, charges in e, atoms 1 to 6: number 1, C, carries -0.64; number 2, C, carries -0.23; number 3, Br, carries -0.01; number 4, C, carries -0.26; number 5, Br, carries 0.00; number 6, C, carries -0.06

[2]
Density functional theory data (the ωB97M-V functional and the def2-TZVPD basis) for a cluster of 3 separate species, C20H30Br2NO7PS in total at a distorted geometry.

Computed properties:
* DFT total energy: -197255.531 eV
* SMILES: C/C(Br)=C(/Br)c1c([PH2]=O)c(S(C)(=O)=O)cc2c1C(=O)NC2=O.CCOCC.CCOCC

The geometry in ORCA input format:
```
! RIJCOSX wB97M-V def2-TZVPD def2/J DEFGRID3
* xyz 0 1
C 3.5874 -1.7753 3.7920
C 3.3193 -2.5301 2.4937
Br 4.1892 -4.2071 2.2876
C 2.5350 -2.0338 1.5464
Br 2.1745 -2.8974 -0.0877
C 1.8959 -0.6996 1.7762
C 2.5468 0.4868 1.4826
P 4.2448 0.3842 0.7345
O 4.3512 -0.6899 -0.2738
C 1.8919 1.6754 1.7592
S 2.6943 3.2561 1.4670
C 2.1014 4.4070 2.7274
O 2.3551 3.7592 0.1692
O 4.1172 3.1500 1.6654
C 0.6128 1.7055 2.2614
C 0.0262 0.5141 2.5010
C 0.6303 -0.7036 2.2950
C -0.2899 -1.8569 2.6874
O -0.0143 -3.0010 2.9095
N -1.5963 -1.2298 2.7828
C -1.3603 0.1812 3.0348
O -2.1632 0.8607 3.6124
H 2.6212 -1.5937 4.2691
H 4.2638 -2.3258 4.4366
H 3.9789 -0.7887 3.5405
H 4.5685 1.6006 0.1133
H 5.1156 0.1289 1.8169
H 1.3041 3.9874 3.3358
H 2.9449 4.5801 3.3969
H 1.8545 5.3597 2.2654
H 0.0771 2.6217 2.4671
H -1.9180 -1.2961 1.8082
C -1.9756 -4.8546 -0.3011
C -2.9102 -3.6686 -0.1319
O -2.3485 -2.4310 -0.5436
C -1.9586 -2.3370 -1.9084
C -3.1045 -2.5467 -2.8815
H -1.0501 -4.6858 0.2528
H -2.4470 -5.7651 0.0703
H -1.7079 -5.0208 -1.3455
H -3.1477 -3.5533 0.9267
H -3.8617 -3.8436 -0.6453
H -1.1351 -3.0279 -2.1167
H -1.5578 -1.3317 -2.0439
H -3.5404 -3.5430 -2.7955
H -2.7555 -2.4221 -3.9069
H -3.9000 -1.8236 -2.6922
C -3.4194 3.1623 -3.8492
C -2.7311 1.8777 -3.4190
O -1.5151 1.6250 -4.0971
C -0.4975 2.6002 -3.9447
C -0.0599 2.8121 -2.5045
H -3.6160 3.1473 -4.9224
H -4.3658 3.2800 -3.3199
H -2.8094 4.0422 -3.6405
H -3.3859 1.0345 -3.6435
H -2.5693 1.8635 -2.3349
H -0.8075 3.5468 -4.4012
H 0.3515 2.2405 -4.5262
H -0.8747 3.1800 -1.8787
H 0.7508 3.5398 -2.4582
H 0.2899 1.8729 -2.0713
*
```

natural (NBO) population analysis, charges in e, atoms 1 to 6: number 1, C, carries -0.66; number 2, C, carries -0.07; number 3, Br, carries 0.09; number 4, C, carries -0.15; number 5, Br, carries 0.14; number 6, C, carries -0.01

[3]
Density functional theory data (the ωB97M-V functional and the def2-TZVPD basis) for a structure of composition C20H30ClFeN9O4S at a distorted geometry.

Computed properties:
* DFT total energy: -100568.612 eV
* <S²>: 0.87

The geometry in ORCA input format:
```
! RIJCOSX wB97M-V def2-TZVPD def2/J DEFGRID3
* xyz 1 2
Fe 0.3558 0.4087 1.3006
N 0.4656 -1.5933 0.5579
C -0.7421 -2.4082 0.6906
C -1.1101 -2.4128 2.1628
N -0.9215 -1.0796 2.7331
C -2.1314 -0.2775 2.8835
C -2.5360 0.1933 1.5081
N -1.3572 0.7866 0.8724
H 0.8221 -1.6268 -0.3913
H 1.2034 -1.9668 1.1556
H -0.5992 -3.4288 0.3286
H -1.5211 -1.9500 0.0820
H -0.4547 -3.1049 2.6958
H -2.1354 -2.7701 2.2907
H -0.4004 -1.1235 3.5991
H -1.8645 0.5834 3.4978
H -2.9481 -0.8224 3.3707
H -3.3475 0.9206 1.5779
H -2.9234 -0.6404 0.9097
H -1.6293 1.5156 0.2284
H -0.9142 0.1135 -0.8577
N -1.5478 -4.8022 -5.7023
C -1.5599 -3.5701 -5.1034
C -0.4011 -2.7771 -5.0845
C -0.4024 -1.5508 -4.4588
C -1.5593 -1.1014 -3.8259
C -2.7148 -1.8721 -3.8329
C -2.7155 -3.0960 -4.4699
S -1.5570 0.4450 -3.0240
O -2.7909 0.5936 -2.3105
O -1.0603 1.4594 -3.8922
N -0.4620 0.2862 -1.7592
C 0.8631 0.5995 -1.7030
N 1.3753 0.7592 -0.4592
C 2.6868 1.0277 -0.3808
C 3.4720 1.1593 -1.5021
C 2.8461 0.9705 -2.7238
N 1.5595 0.6771 -2.8297
H -0.7999 -5.0188 -6.3371
H -2.4268 -5.2433 -5.9081
H 0.4941 -3.1291 -5.5822
H 0.4824 -0.9271 -4.4697
H -3.6078 -1.5049 -3.3458
H -3.6183 -3.6936 -4.4871
H 3.0847 1.1381 0.6149
H 4.5235 1.3887 -1.4280
H 3.3976 1.0397 -3.6544
C 1.5513 5.1961 3.6317
N 1.0002 4.3072 2.6180
C -0.0037 4.6010 1.7223
C -0.2235 3.4659 1.0169
N 0.6350 2.4769 1.4486
C 1.3377 3.0278 2.4253
H 1.1418 6.1902 3.4790
H 2.6338 5.2454 3.5385
H 1.2806 4.8481 4.6261
H -0.4457 5.5790 1.6558
H -0.8881 3.3450 0.1796
H 2.1155 2.5485 2.9895
Cl 2.3754 -2.3895 4.3054
C 2.9005 -0.6755 4.2791
C 1.9096 0.0459 3.3945
O 0.9276 0.6175 3.8614
O 2.1111 -0.0545 2.1183
H 3.9085 -0.6477 3.8779
H 2.8599 -0.3012 5.2959
*
```

natural (NBO) population analysis, charges in e, atoms 1 to 6: number 1, Fe, carries 1.19; number 2, N, carries -0.78; number 3, C, carries -0.23; number 4, C, carries -0.24; number 5, N, carries -0.64; number 6, C, carries -0.22

[4]
Density functional theory data (the ωB97M-V functional and the def2-TZVPD basis) for a cluster of 11 separate species, C20H30ClN10O4 in total at a distorted geometry.

Computed properties:
* DFT total energy: -56832.929 eV

The geometry in ORCA input format:
```
! RIJCOSX wB97M-V def2-TZVPD def2/J DEFGRID3
* xyz -1 1
Cl 0.1835 0.6937 -0.1379
O 0.8828 1.7786 -0.7493
O 1.0196 -0.4607 0.0576
O -0.3266 1.1124 1.1684
O -0.9629 0.3828 -0.9392
C 1.9672 1.8185 3.4908
C 2.5782 2.9169 4.2179
N 3.0062 3.8012 4.8038
H 1.4014 1.1807 4.1694
H 2.6783 1.2534 2.8977
H 1.2078 2.2916 2.8627
C -3.2619 -2.2131 -0.9681
C -3.4581 -3.2434 0.0589
N -3.5534 -4.0550 0.8671
H -4.0902 -2.1434 -1.6746
H -2.3722 -2.5054 -1.5221
H -3.1911 -1.2296 -0.5083
C -4.0404 0.8157 -2.7253
C -4.7101 -0.2857 -3.3715
N -5.2213 -1.1920 -3.8458
H -4.6368 1.7173 -2.6326
H -3.2079 1.1079 -3.3738
H -3.5617 0.4374 -1.8230
C 0.2578 0.0494 -4.0797
C 1.1642 1.1681 -4.0183
N 1.9243 2.0291 -3.9507
H -0.7749 0.3553 -3.9300
H 0.4855 -0.6657 -3.2859
H 0.4093 -0.5094 -5.0034
C -1.9424 3.3064 3.3685
C -2.7532 4.4233 2.8145
N -3.3720 5.2632 2.3462
H -1.6569 2.6634 2.5365
H -2.5452 2.8070 4.1197
H -1.0393 3.7345 3.7992
C 1.4652 -3.5772 -1.4800
C 2.5302 -4.1549 -0.6608
N 3.3654 -4.5623 0.0130
H 1.9417 -3.4191 -2.4533
H 1.1166 -2.6085 -1.1246
H 0.5993 -4.2199 -1.6143
C -1.2492 -1.7704 2.4078
C -0.2677 -2.8123 2.1338
N 0.5094 -3.6350 1.9475
H -0.7331 -0.9811 2.9562
H -2.0904 -2.1965 2.9509
H -1.6332 -1.2674 1.5215
C 4.0613 -0.5530 -1.6278
C 4.0555 -1.6519 -2.5802
N 4.0343 -2.5235 -3.3188
H 5.0079 -0.3797 -1.1171
H 3.3090 -0.6140 -0.8414
H 3.8544 0.3599 -2.1935
C 2.7512 -1.7234 2.7878
C 3.4807 -2.9747 2.8671
N 4.1325 -3.9194 2.9021
H 3.3319 -0.9132 3.2249
H 1.7822 -1.7183 3.2728
H 2.6125 -1.6674 1.7033
C -0.9059 4.4085 -0.7228
C -1.4829 3.7446 -1.9044
N -1.8927 3.1081 -2.7651
H 0.0517 4.8180 -1.0437
H -0.6389 3.6592 0.0221
H -1.5866 5.1408 -0.3022
*
```

natural (NBO) population analysis, charges in e, atoms 1 to 6: number 1, Cl, carries 2.56; number 2, O, carries -0.85; number 3, O, carries -0.88; number 4, O, carries -0.93; number 5, O, carries -0.89; number 6, C, carries -0.73